Entry 1:
Entry from the Open Molecules 2025 dataset: a molecular structure, C57H49N7O4PRu in a non-equilibrium geometry (ωB97M-V with the def2-TZVPD basis set).

CARTESIAN COORDINATES (ANGSTROEM)
Ru (-0.24440, 0.11320, 0.29970)
C (-2.53170, 3.71930, 4.48370)
C (-1.34060, 2.80020, 4.21910)
C (-0.22340, 3.48700, 3.48250)
C (0.56560, 4.39110, 4.17610)
C (1.67460, 4.97850, 3.59810)
C (2.03160, 4.61930, 2.31290)
C (1.27230, 3.71350, 1.59030)
C (1.70270, 3.34070, 0.20430)
C (1.23940, 4.37410, -0.82270)
C (0.11420, 3.17030, 2.15740)
N (-0.66670, 2.25000, 1.44360)
C (-1.85810, 2.54500, 1.13780)
C (-2.83200, 1.56810, 0.55640)
C (-4.15510, 0.90600, -1.49660)
C (-4.32830, -0.31220, -0.68930)
C (-3.34430, -0.65470, 0.19050)
N (-2.42810, 0.19260, 0.69440)
H (-3.30800, 3.18030, 5.02230)
H (-2.95240, 4.09380, 3.55330)
H (-2.22570, 4.57440, 5.08150)
H (-1.66260, 1.91830, 3.66650)
H (-0.93870, 2.45650, 5.17470)
H (0.30960, 4.61760, 5.20040)
H (2.27230, 5.68220, 4.15820)
H (2.91740, 5.03820, 1.85390)
H (1.30220, 2.35190, -0.04220)
H (2.79440, 3.28170, 0.17880)
H (0.15100, 4.42210, -0.87050)
H (1.61940, 4.11030, -1.80670)
H (1.61290, 5.36210, -0.55350)
H (-2.26280, 3.55040, 1.31380)
H (-4.05480, 0.69310, -2.55940)
H (-5.06650, -1.03180, -1.00560)
H (-3.29320, -1.66760, 0.57670)
O (2.17910, 1.12640, -3.23380)
C (1.34150, 1.01950, -2.34780)
O (1.38180, 0.27520, -1.33750)
C (0.05120, 1.86660, -2.50420)
C (-0.10330, 2.73220, -3.58280)
C (-1.31030, 3.37780, -3.77040)
C (-2.36670, 3.10780, -2.90030)
C (-3.70000, 3.64600, -3.07760)
C (-4.73170, 3.29380, -2.29740)
C (-4.59550, 2.33650, -1.19980)
C (-3.17740, 1.89580, -0.89650)
C (-2.09160, 2.27190, -1.80100)
N (-0.91470, 1.68430, -1.60830)
H (0.72930, 2.86760, -4.25500)
H (-1.44830, 4.06210, -4.59680)
H (-3.84690, 4.36460, -3.87170)
H (-5.70560, 3.74000, -2.43750)
H (-5.28190, 2.48130, -0.37310)
H (-3.77580, 1.69470, 1.12650)
N (-0.92260, -3.20260, 0.49360)
P (-0.52390, -2.00060, 1.63390)
C (-1.65940, -2.57040, 2.95260)
C (-1.50160, -3.84360, 3.49570)
C (-2.36800, -4.28840, 4.47680)
C (-3.38960, -3.46560, 4.92510)
C (-3.54580, -2.19680, 4.39120)
C (-2.67920, -1.74790, 3.40900)
C (1.07190, -2.53980, 2.27520)
C (1.32110, -1.99300, 3.57750)
C (2.44530, -2.05310, 4.29660)
C (4.18620, -2.25130, 2.44380)
C (3.35950, -2.77740, 1.23740)
C (1.93550, -3.15490, 1.41670)
C (-0.96450, -3.02350, -0.86480)
C (-1.26950, -4.10320, -1.70460)
C (-1.27550, -3.90290, -3.06750)
C (-0.99090, -2.63650, -3.56160)
C (-0.73090, -1.62470, -2.65650)
N (-0.71500, -1.80750, -1.34430)
H (-1.16150, -4.12740, 0.83520)
H (-0.68560, -4.47540, 3.16930)
H (-2.24790, -5.27640, 4.89850)
H (-4.06190, -3.81300, 5.69650)
H (-4.34180, -1.55720, 4.74390)
H (-2.77170, -0.75810, 2.98420)
H (0.47010, -1.48430, 4.02160)
H (2.45930, -1.66740, 5.30600)
H (5.21760, -2.60020, 2.31790)
H (3.90870, -3.51900, 0.65250)
H (1.51370, -3.55740, 0.50140)
H (-1.49210, -5.06890, -1.27600)
H (-1.50180, -4.71960, -3.73640)
H (-0.97310, -2.44150, -4.62100)
H (-0.52200, -0.62200, -3.00080)
O (1.59940, 1.31940, 3.45290)
C (2.34810, 0.65390, 2.78860)
N (3.53940, 0.14080, 3.24140)
C (4.16810, -0.69100, 2.26610)
C (3.09600, -0.59900, 1.18770)
O (3.15200, -1.60320, 0.34800)
N (2.10220, 0.16680, 1.49330)
C (5.52570, -0.17860, 1.83240)
C (6.22110, 0.76330, 2.58110)
C (7.47790, 1.18650, 2.18130)
C (8.05390, 0.67750, 1.03150)
C (7.35640, -0.24350, 0.26890)
C (6.10470, -0.67410, 0.66850)
C (3.74250, -2.71820, 3.84620)
C (4.81140, -2.39130, 4.84660)
C (5.00860, -3.15930, 5.94660)
C (4.33890, -4.38150, 6.11590)
C (3.58330, -4.89280, 5.05330)
C (3.37200, -4.17020, 3.92260)
H (3.87220, 0.32840, 4.17010)
H (5.78760, 1.18000, 3.47760)
H (8.00700, 1.91570, 2.77750)
H (9.03300, 1.01130, 0.72310)
H (7.78920, -0.63160, -0.64050)
H (5.56450, -1.38250, 0.06030)
H (5.38620, -1.49120, 4.68400)
H (5.72210, -2.84780, 6.69600)
H (4.46430, -4.95060, 7.02260)
H (3.18980, -5.89700, 5.12340)
H (2.80560, -4.57310, 3.09940)

Cartesian forces, eV/Å:
Ru 0.31 0.04 -0.98
C 0.08 -0.21 0.02
C -0.06 0.09 -0.04
C -0.01 -0.12 -0.27
C 0.00 0.07 -0.05
C 0.03 -0.03 0.09
C -0.06 0.01 0.05
C -0.17 -0.22 -0.13
C -0.17 0.02 -0.06
C 0.13 -0.14 0.02
C 0.38 1.07 0.56
N -0.39 -0.68 -0.35
C -0.19 0.21 0.05
C -0.22 -0.42 -0.44
C 0.00 0.35 0.19
C 0.09 -0.28 0.41
C -0.93 -0.15 -0.43
N 0.85 0.64 0.52
H -0.14 0.02 0.07
H -0.07 0.06 -0.09
H -0.02 0.12 0.04
H 0.00 -0.08 0.06
H -0.03 -0.09 0.01
H -0.03 0.04 0.17
H 0.06 0.07 0.05
H 0.07 0.03 -0.04
H 0.23 0.19 -0.09
H -0.04 -0.12 -0.04
H -0.08 0.00 -0.01
H -0.01 0.08 -0.12
H -0.01 0.07 -0.02
H 0.15 -0.04 0.06
H 0.14 0.27 0.00
H -0.03 -0.19 0.03
H -0.05 -0.24 -0.06
O 0.19 0.07 -0.18
C -0.49 0.80 -0.61
O -0.14 -0.51 1.30
C 0.37 -0.01 -0.29
C 0.14 -0.12 0.06
C -0.15 -0.22 0.27
C 0.71 -0.19 0.23
C -0.67 0.10 0.09
C 0.23 0.20 -0.32
C -0.03 -0.27 0.03
C -0.34 -0.12 0.25
C -0.12 0.40 -0.55
N 0.08 -0.10 0.17
H 0.08 -0.05 -0.03
H -0.04 0.01 -0.08
H -0.01 0.05 -0.10
H -0.06 0.13 -0.11
H 0.15 -0.08 0.14
H 0.12 0.11 -0.09
N -0.01 -0.13 0.40
P -0.53 -0.86 0.42
C 0.18 0.16 -0.05
C -0.06 0.08 0.04
C 0.01 -0.15 0.03
C -0.10 0.07 0.02
C -0.07 -0.07 0.11
C 0.11 0.14 -0.08
C 0.71 -0.82 -1.07
C 0.25 0.34 0.85
C -0.40 -0.06 -0.30
C 0.03 -0.17 0.21
C 0.34 -0.33 0.28
C -1.11 0.53 0.44
C -0.12 -0.06 -0.78
C 0.02 0.03 0.05
C 0.03 0.17 0.19
C -0.02 0.04 0.00
C -0.03 -0.05 -0.48
N 0.03 -0.05 0.72
H 0.03 0.23 -0.13
H 0.10 -0.08 -0.02
H 0.03 -0.05 0.03
H -0.04 -0.03 0.04
H -0.04 0.06 0.02
H -0.08 0.10 -0.07
H 0.08 -0.01 0.16
H -0.11 0.09 0.09
H -0.20 0.13 -0.04
H -0.04 0.24 0.02
H -0.04 0.04 -0.03
H -0.01 -0.11 0.03
H -0.01 -0.08 -0.05
H -0.01 0.08 -0.09
H 0.02 0.02 0.01
O 0.01 -0.33 -0.03
C 0.31 0.37 0.98
N 0.35 0.01 0.01
C 0.04 0.01 -0.20
C -0.42 0.62 1.39
O 0.21 0.19 -0.78
N 0.18 -0.68 -1.51
C 0.15 0.09 -0.18
C -0.13 -0.09 -0.03
C 0.08 0.00 0.07
C 0.01 0.11 -0.01
C 0.04 -0.09 -0.04
C 0.04 0.05 0.06
C -0.16 0.00 -0.07
C 0.07 -0.09 0.10
C 0.25 0.42 -0.06
C -0.04 -0.11 0.21
C -0.10 -0.20 -0.31
C 0.22 -0.34 0.06
H -0.05 0.06 -0.03
H -0.05 0.06 0.04
H 0.04 0.05 0.03
H 0.08 0.02 -0.04
H 0.03 -0.03 -0.09
H -0.03 -0.10 -0.11
H 0.12 0.14 0.06
H 0.08 0.06 0.04
H 0.05 -0.07 0.06
H -0.06 -0.07 -0.02
H -0.10 -0.15 0.03

Output
HOMO energy (spin up / spin down): -6.27 / -6.57 eV
Charge: 0
Spin multiplicity: 6
Gap between HOMO and LUMO (spin up / spin down): 0.2200 / 0.2059 Ha
ΔE to the lowest compared entry with this formula, charge and spin: 126.39 kcal per mole


Entry 2:
Entry from the Open Molecules 2025 dataset: a molecular structure, C57H50F6IN2O5P2RbS2 in a non-equilibrium geometry (ωB97M-V with the def2-TZVPD basis set).

CARTESIAN COORDINATES (ANGSTROEM)
Rb (-0.08337, 1.04401, -1.30429)
I (-0.19524, -1.96625, -3.86564)
C (-1.50560, -3.44874, -3.06921)
C (-1.80765, -4.52396, -3.85766)
C (-2.70463, -5.49771, -3.37593)
C (-3.27316, -5.35280, -2.14160)
C (-2.97245, -4.23699, -1.32395)
C (-3.59562, -4.05154, -0.07106)
C (-3.30521, -2.93506, 0.66897)
C (-2.35856, -1.99900, 0.20667)
C (-1.67699, -2.08860, -1.00150)
C (-2.04290, -3.24004, -1.77399)
H (-1.37494, -4.62286, -4.84439)
H (-2.95523, -6.34891, -3.99920)
H (-3.98328, -6.08980, -1.77675)
H (-4.30128, -4.79565, 0.28709)
H (-3.80855, -2.78099, 1.62219)
H (-2.15542, -1.14976, 0.85593)
C (-3.28969, 0.20145, -2.79938)
C (-4.41976, 0.85434, -2.00758)
C (-5.73855, 0.16978, -2.37370)
C (-4.19003, 0.73350, -0.49404)
C (-5.25458, 1.49337, 0.33183)
O (-4.51775, 2.48095, 1.05444)
C (-3.20199, 2.25952, 0.77433)
N (-2.92333, 1.32564, -0.04134)
C (-2.28170, 3.12726, 1.52842)
C (-2.60096, 4.47774, 1.64775)
C (-1.79063, 5.31879, 2.38574)
C (-0.65831, 4.81541, 3.00630)
C (-0.34550, 3.47132, 2.90312)
C (-1.15749, 2.60370, 2.18134)
P (-0.85587, 0.80018, 2.07577)
C (0.48953, 0.65830, 3.34254)
C (0.31300, 0.64688, 4.72670)
C (1.39387, 0.45919, 5.57520)
C (2.67101, 0.29229, 5.05644)
C (2.86264, 0.32755, 3.68399)
C (1.77744, 0.49945, 2.83863)
C (-2.23886, 0.27347, 3.18430)
C (-2.23295, -1.08053, 3.53096)
C (-3.12440, -1.58017, 4.46360)
C (-4.05178, -0.73562, 5.06095)
C (-4.08722, 0.60215, 4.70003)
C (-3.18892, 1.10647, 3.76725)
H (-3.53239, 0.20316, -3.86507)
H (-3.15038, -0.82473, -2.46591)
H (-2.35408, 0.73585, -2.66122)
H (-4.47402, 1.91863, -2.25116)
H (-5.65778, -0.90442, -2.18493)
H (-5.94900, 0.31495, -3.43461)
H (-6.58588, 0.55865, -1.80281)
H (-4.17200, -0.32934, -0.24578)
H (-5.76292, 0.85247, 1.05634)
H (-5.99678, 1.99500, -0.29115)
H (-3.47621, 4.84962, 1.13407)
H (-2.02643, 6.37315, 2.45492)
H (-0.00737, 5.47530, 3.56473)
H (0.53734, 3.08994, 3.39768)
H (-0.67089, 0.76876, 5.16152)
H (1.23101, 0.45031, 6.64694)
H (3.51595, 0.13709, 5.71681)
H (3.86001, 0.21375, 3.27640)
H (1.91623, 0.50706, 1.76489)
H (-1.50423, -1.73779, 3.06906)
H (-3.09742, -2.62916, 4.73339)
H (-4.73828, -1.11347, 5.80917)
H (-4.81214, 1.26883, 5.15267)
H (-3.22534, 2.15454, 3.50517)
C (6.01467, -1.23716, -2.33084)
C (5.14912, -2.46701, -2.36217)
C (5.72911, -3.64014, -2.85205)
C (5.01769, -4.81981, -2.99154)
C (3.67251, -4.84301, -2.65986)
C (3.08335, -3.69561, -2.16078)
C (3.79566, -2.50276, -1.97928)
P (2.67417, -1.19196, -1.25601)
C (2.51325, -1.97435, 0.42046)
C (1.17186, -2.17341, 0.76779)
C (0.80150, -2.85934, 1.91319)
C (1.78509, -3.36267, 2.74875)
C (3.11760, -3.16114, 2.42435)
C (3.50938, -2.48250, 1.27033)
C (4.98748, -2.38204, 0.99931)
C (3.63541, 0.31600, -1.05595)
C (4.07531, 0.79196, 0.17269)
C (4.74916, 1.99638, 0.30663)
C (4.94437, 2.77051, -0.85195)
C (4.46883, 2.36789, -2.06805)
C (3.76260, 1.12499, -2.25820)
C (3.30570, 0.72947, -3.49459)
H (7.05508, -1.50217, -2.53057)
H (5.96783, -0.71050, -1.38108)
H (5.67297, -0.52907, -3.08974)
H (6.77753, -3.61729, -3.13209)
H (5.50622, -5.70950, -3.37337)
H (3.08159, -5.74062, -2.79983)
H (2.03046, -3.70567, -1.89490)
H (0.39700, -1.81215, 0.09481)
H (-0.24919, -3.01696, 2.13189)
H (1.51836, -3.92685, 3.63554)
H (3.89003, -3.56189, 3.07441)
H (5.54102, -2.40061, 1.94031)
H (5.24509, -1.47299, 0.46442)
H (5.31711, -3.22789, 0.39010)
H (3.90898, 0.18652, 1.05438)
H (5.10630, 2.32897, 1.27432)
H (5.47822, 3.71355, -0.77619)
H (4.61090, 3.00175, -2.93823)
H (2.81906, -0.22409, -3.66404)
H (3.40271, 1.38150, -4.35526)
F (2.73470, 4.84209, -2.03073)
C (1.47783, 4.55272, -2.35816)
F (1.47018, 3.44244, -3.08633)
F (1.02512, 5.56200, -3.13015)
S (0.41915, 4.50265, -0.81093)
O (0.47128, 3.15584, -0.31446)
O (1.00898, 5.54337, -0.03154)
N (-0.99410, 4.96958, -1.34296)
S (-1.92173, 3.96718, -2.10783)
O (-1.26041, 2.77456, -2.55721)
O (-3.25003, 3.89763, -1.58368)
C (-2.25165, 4.88380, -3.70351)
F (-3.25618, 4.24967, -4.33392)
F (-1.20283, 4.90163, -4.52721)
F (-2.63558, 6.15063, -3.48890)

Cartesian forces, eV/Å:
Rb 0.55 -3.37 -0.13
I -0.28 -0.39 0.06
C 0.32 0.30 -0.41
C 0.06 0.08 -0.05
C -0.11 -0.05 0.12
C -0.04 -0.11 -0.07
C 0.20 0.22 -0.14
C -0.10 0.01 0.15
C -0.10 -0.21 0.03
C 0.20 -0.08 -0.14
C -0.09 0.07 0.27
C -0.07 -0.02 0.19
H 0.01 0.02 0.01
H 0.02 -0.01 0.01
H 0.01 0.00 0.01
H -0.02 0.01 -0.03
H 0.04 0.01 0.01
H -0.06 -0.01 -0.05
C -0.21 0.20 0.06
C 0.09 -0.15 0.04
C 0.09 0.09 0.09
C -0.19 0.11 -0.12
C 0.00 -0.29 -0.12
O 0.09 0.32 0.15
C -0.39 -0.66 -0.30
N 0.12 0.44 0.34
C 0.21 0.23 0.08
C 0.00 -0.16 -0.07
C 0.04 0.16 -0.01
C -0.01 0.07 -0.04
C -0.01 -0.06 0.05
C -0.19 0.14 -0.28
P 0.26 0.16 0.82
C 0.02 -0.18 -0.07
C -0.02 -0.06 0.03
C -0.03 0.06 0.01
C 0.02 0.03 -0.04
C 0.14 0.01 0.05
C -0.15 0.06 -0.06
C 0.03 -0.26 -0.03
C -0.02 0.04 -0.03
C -0.04 -0.06 0.07
C 0.00 0.07 0.01
C -0.07 0.01 0.02
C 0.05 -0.10 -0.02
H 0.06 0.01 -0.02
H 0.07 -0.04 -0.07
H -0.16 -0.11 -0.12
H -0.05 0.02 -0.01
H -0.04 -0.01 0.00
H -0.04 -0.03 0.00
H -0.03 -0.03 -0.03
H 0.00 -0.01 0.02
H -0.01 0.04 0.00
H 0.05 0.06 0.01
H -0.02 0.04 -0.01
H -0.01 0.00 -0.01
H 0.02 0.01 0.00
H 0.00 0.03 -0.01
H -0.07 0.01 -0.07
H 0.03 -0.03 0.00
H -0.01 0.01 0.01
H -0.04 -0.02 -0.06
H 0.10 0.00 -0.01
H -0.07 0.04 0.07
H 0.03 -0.01 -0.03
H -0.02 -0.03 -0.04
H 0.00 -0.01 0.00
H -0.03 -0.01 0.11
C -0.06 0.06 0.04
C -0.04 -0.04 -0.08
C -0.01 -0.04 0.04
C 0.00 -0.03 -0.07
C -0.04 -0.08 0.04
C 0.07 0.10 0.06
C -0.14 0.00 -0.16
P 0.65 -0.27 0.15
C -0.21 0.13 -0.05
C 0.07 0.09 -0.06
C 0.01 -0.06 0.13
C -0.08 0.00 -0.06
C 0.05 -0.02 0.01
C -0.01 -0.02 0.18
C -0.07 -0.03 -0.11
C -0.31 0.10 0.09
C 0.24 0.09 -0.11
C 0.02 -0.06 0.24
C 0.00 -0.04 -0.09
C 0.04 0.04 0.03
C 0.10 -0.11 0.05
C -0.09 -0.06 -0.18
H -0.02 -0.02 -0.03
H -0.01 0.04 0.05
H -0.01 0.04 0.02
H 0.00 0.01 0.00
H 0.00 0.01 -0.02
H 0.01 0.00 0.04
H -0.01 -0.03 -0.05
H -0.03 -0.08 0.00
H 0.06 -0.04 -0.10
H 0.02 0.05 0.03
H 0.00 0.03 0.01
H 0.02 -0.01 -0.01
H 0.01 0.03 -0.04
H 0.02 0.01 -0.01
H 0.02 -0.08 0.04
H -0.05 0.03 -0.02
H -0.04 0.03 -0.02
H 0.01 -0.02 0.01
H 0.02 -0.01 0.03
H 0.03 0.04 0.04
F -0.14 -0.05 0.07
C 0.18 0.29 -0.15
F -0.15 0.04 0.27
F 0.11 -0.09 0.06
S 0.89 0.55 -0.40
O 0.30 1.41 0.54
O -0.28 0.18 0.20
N -0.18 -0.19 0.38
S -0.42 0.98 -1.23
O -0.68 0.67 -0.60
O -0.09 0.04 0.41
C -0.02 -0.09 0.06
F 0.12 0.11 0.03
F -0.08 -0.03 0.14
F 0.04 -0.16 0.04

Output
HOMO energy: -0.65 eV
Charge: -2
Spin multiplicity: 1
Gap between HOMO and LUMO: 0.1556 Ha
ΔE to the lowest compared entry with this formula, charge and spin: 21.08 kcal per mole


For each record above, in turn, the calculated DFT total energy values are -90392.286, -138448.064 eV.